Formula: C4H36NO13
Source: OMol25
Level of theory: the ωB97M-V functional and the def2-TZVPD basis

```
! wB97M-V def2-TZVPD RIJCOSX def2/J DEFGRID3
* xyz 1 1
O -3.670 -0.905 2.280
H -2.092 1.706 1.937
C 0.704 -0.353 -0.917
H 1.142 2.012 0.234
H -1.351 2.252 -2.444
H -1.233 -0.725 -0.302
H -2.612 -3.072 0.145
H 2.843 2.049 -3.585
H -1.074 -0.813 -2.779
H -0.498 -1.518 2.865
O -1.486 1.956 2.657
H 2.622 1.698 -1.361
H 1.199 0.127 -0.064
H -4.464 -1.142 2.779
H -3.435 0.396 1.141
O -3.026 1.078 0.562
C 0.996 -1.851 -0.948
H -1.425 1.397 -3.923
H 2.972 -1.077 0.588
O 2.447 1.347 -3.060
H -0.913 -2.248 1.527
H 0.993 1.069 1.957
H -1.432 -0.374 4.782
H 4.322 -1.262 -3.164
O 1.491 0.470 2.553
C -1.398 0.088 -2.210
O 3.459 -0.269 0.846
H 3.548 -1.325 -4.519
H 1.703 -2.095 -1.769
O 1.706 -2.228 0.214
H 0.090 1.435 -3.062
N -0.752 -0.006 -0.858
H 1.133 0.194 -1.766
C -0.976 1.347 -2.924
H 2.863 0.503 -3.352
H 3.047 -0.032 1.683
H 0.048 2.963 0.780
H -1.430 0.559 3.507
O 0.217 2.020 0.668
H 3.033 1.175 0.029
H 0.115 -2.471 -1.086
H -3.727 1.733 0.431
H 0.860 -0.225 2.771
H -0.848 0.888 -0.362
H -0.632 2.126 2.237
H -2.879 -1.821 1.031
H -2.942 -0.761 2.942
O -0.170 -2.076 2.138
O -2.244 -2.217 0.392
O 2.563 1.922 -0.408
O 3.474 -1.095 -3.587
H -2.499 0.015 -2.081
H 1.146 -2.166 1.026
O -1.528 -0.398 3.826
*
```

Results
LUMO energy ... -2.50 eV
HOMO ... -13.123 eV
Frontier orbital gap ... 10.63 eV
Max |F| ... 1.21 eV/Å